Entry 1:
The following is a quantum chemistry calculation of a molecular structure, C26H18Cl2FN5O4W, from the OMol25 dataset.

Calculated values
Charge   +2
E   -2663.20945 hartree
Highest occupied orbital energy   -13.91 eV

Last column: Mulliken charge in e.
Cartesian coordinates (Å):
W1 -0.12 0.22 -0.35  1.391
Cl1 5.07 -3.40 2.30  -0.137
C1 3.62 -2.50 2.17  -0.039
C2 3.34 -1.88 0.96  -0.637
C3 2.16 -1.17 0.85  -0.055
N1 1.74 -0.41 -0.28  0.440
C4 2.82 0.40 -0.80  -0.713
O1 3.79 -0.04 -1.34  -0.480
C5 2.55 1.85 -0.54  1.234
C6 3.51 2.83 -0.64  -1.034
C7 3.11 4.13 -0.34  -0.382
C8 1.79 4.38 0.01  -0.859
C9 0.89 3.33 0.04  -0.203
N2 1.28 2.08 -0.21  -0.190
C10 1.29 -1.02 1.92  1.170
C11 1.56 -1.65 3.13  -1.308
C12 2.73 -2.39 3.24  0.034
Cl2 3.06 -3.17 4.73  -0.143
N3 0.14 -0.26 1.57  1.003
C13 -0.74 0.16 2.62  0.089
O2 -0.46 0.18 3.77  -0.521
C14 -2.05 0.56 2.07  0.611
C15 -3.15 0.84 2.86  -0.873
C16 -4.34 1.12 2.21  -0.395
C17 -4.38 1.13 0.83  -0.796
C18 -3.22 0.88 0.11  -0.191
N4 -2.07 0.59 0.73  0.084
H1 4.02 -1.98 0.12  0.655
H2 4.51 2.58 -0.94  0.576
H3 3.83 4.95 -0.39  0.491
H4 1.46 5.38 0.26  0.461
H5 -0.16 3.49 0.27  0.542
H6 0.91 -1.58 3.98  0.651
H7 -3.05 0.81 3.93  0.589
H8 -5.24 1.33 2.78  0.491
H9 -5.29 1.33 0.29  0.473
H10 -3.22 0.91 -0.97  0.515
N5 0.62 0.38 -2.55  -0.680
C19 -0.39 0.96 -3.45  -0.713
C20 -1.35 1.76 -2.61  0.562
O3 -2.30 2.37 -2.97  -0.499
O4 -1.04 1.65 -1.26  -0.739
H11 1.41 1.01 -2.52  0.498
H12 0.99 -0.50 -2.89  0.366
H13 -0.95 0.19 -3.97  0.295
H14 0.06 1.61 -4.21  0.527
F1 -2.91 -5.09 -1.80  -0.280
C21 -2.26 -3.98 -1.53  0.153
C22 -1.71 -3.26 -2.59  -1.048
C23 -1.04 -2.09 -2.31  -0.295
C24 -0.91 -1.59 -1.00  1.027
C25 -1.45 -2.39 0.04  -0.395
C26 -2.13 -3.56 -0.22  -0.772
H15 -1.81 -3.64 -3.60  0.522
H16 -0.61 -1.58 -3.16  0.209
H17 -1.35 -2.10 1.08  0.180
H18 -2.55 -4.17 0.57  0.536



Entry 2:
The following is a quantum chemistry calculation of 24 unconnected molecules or ions with the total composition C6H62BClN3O24S, from the OMol25 dataset.

Calculated values
Charge   +1
E   -3118.87007 hartree
Highest occupied orbital energy   -11.85 eV

Last column: Mulliken charge in e.
Cartesian coordinates (Å):
C1 3.44 -1.73 -0.59  -0.967
B1 2.45 -0.57 -0.78  0.176
O1 2.32 0.19 -1.87  -0.319
S1 1.14 -0.10 0.57  0.527
Cl1 2.07 0.95 2.01  -0.113
C2 -0.04 1.05 -0.18  -0.082
C3 -1.16 0.18 -0.76  -1.061
C4 -2.53 0.87 -0.76  -0.779
C5 -3.59 -0.09 -0.24  -1.005
N1 -4.91 0.26 -0.77  -0.121
C6 -5.82 -0.79 -0.86  0.158
N2 -6.02 -1.70 0.00  -0.664
N3 -6.58 -0.73 -2.08  -0.557
H1 3.73 -1.98 0.43  0.322
H2 3.01 -2.62 -1.07  0.431
H3 4.33 -1.46 -1.16  0.329
H4 2.79 -0.19 -2.63  0.260
H5 0.50 1.62 -0.93  -0.300
H6 -0.39 1.72 0.61  0.764
H7 -1.25 -0.70 -0.12  0.457
H8 -0.89 -0.20 -1.74  0.202
H9 -2.81 1.18 -1.76  0.519
H10 -2.49 1.77 -0.14  0.863
H11 -3.33 -1.12 -0.52  0.432
H12 -3.59 -0.06 0.86  0.219
H13 -4.81 0.65 -1.70  0.382
H14 -5.44 -1.53 0.82  0.285
H15 -6.26 -1.51 -2.65  0.214
H16 -7.53 -0.96 -1.82  0.369
O2 5.69 -0.42 1.11  -0.561
H17 6.52 0.01 0.84  0.308
H18 5.12 0.33 1.32  0.272
O3 3.58 2.87 4.21  -0.593
H19 3.02 3.46 4.74  0.331
H20 2.93 2.26 3.84  0.281
O4 -0.21 -1.05 4.41  -0.602
H21 0.33 -0.89 5.20  0.275
H22 0.26 -0.60 3.70  0.261
O5 0.98 2.54 5.38  -0.594
H23 0.08 2.88 5.39  0.309
H24 1.22 2.46 6.32  0.306
O6 -1.13 3.12 -2.18  -0.512
H25 -0.27 3.47 -2.45  0.278
H26 -1.65 3.90 -1.96  0.303
O7 5.21 -4.20 -1.29  -0.640
H27 5.80 -4.92 -1.57  0.311
H28 5.59 -3.88 -0.46  0.321
O8 0.76 -3.91 -0.91  -0.541
H29 1.41 -4.58 -1.16  0.298
H30 1.09 -3.58 -0.06  0.295
O9 1.40 3.25 -2.56  -0.788
H31 1.86 2.43 -2.33  0.290
H32 2.04 3.95 -2.41  0.344
O10 1.00 -3.00 2.16  -0.559
H33 0.08 -2.74 2.03  0.296
H34 1.04 -3.33 3.07  0.297
O11 -4.73 -3.30 -2.85  -0.644
H35 -4.25 -4.04 -3.23  0.299
H36 -4.49 -3.27 -1.92  0.313
O12 4.42 3.47 1.57  -0.658
H37 3.53 3.81 1.44  0.287
H38 4.42 3.22 2.51  0.359
O13 3.09 3.00 -5.14  -0.624
H39 2.51 3.24 -4.42  0.341
H40 3.85 3.60 -5.10  0.321
O14 3.26 -5.42 0.69  -0.570
H41 3.84 -5.33 1.45  0.270
H42 3.74 -4.99 -0.03  0.286
O15 -2.87 0.13 3.70  -0.594
H43 -2.07 -0.27 4.07  0.348
H44 -3.58 -0.11 4.30  0.307
O16 -2.54 -0.94 -3.20  -0.522
H45 -3.28 -1.56 -3.31  0.287
H46 -1.81 -1.39 -3.65  0.281
O17 5.11 -6.87 -2.13  -0.665
H47 4.39 -6.45 -1.66  0.393
H48 4.67 -7.41 -2.79  0.309
O18 -4.38 3.67 -0.02  -0.646
H49 -4.83 2.81 0.01  0.331
H50 -4.27 3.84 -0.96  0.312
O19 -1.87 -2.56 2.02  -0.602
H51 -2.73 -2.18 1.80  0.247
H52 -1.96 -2.85 2.93  0.280
O20 -8.71 2.00 -1.47  -0.661
H53 -8.23 1.25 -1.85  0.335
H54 -8.43 2.04 -0.55  0.297
O21 2.12 -6.86 -1.72  -0.645
H55 1.21 -6.56 -1.85  0.277
H56 2.15 -7.11 -0.79  0.334
O22 6.13 5.52 3.22  -0.670
H57 5.76 4.78 2.72  0.350
H58 6.98 5.20 3.55  0.342
O23 -10.15 4.18 -2.87  -0.618
H59 -9.52 3.48 -2.63  0.339
H60 -9.72 4.68 -3.56  0.316
O24 7.80 8.06 2.66  -0.612
H61 7.39 7.20 2.84  0.344
H62 7.94 8.07 1.71  0.301



Entry 3:
The following is a quantum chemistry calculation of a molecular structure, C12H12F6GaN7O4S4, from the OMol25 dataset.

Calculated values
Charge   +2
E   -5264.98599 hartree
Highest occupied orbital energy   -14.91 eV

Last column: Mulliken charge in e.
Cartesian coordinates (Å):
Ga1 0.07 0.30 0.55  0.413
C1 -2.99 2.70 -3.00  -1.259
C2 -2.98 1.36 -2.38  0.893
N1 -3.81 0.39 -2.60  -0.669
N2 -3.42 -0.62 -1.78  0.226
C3 -2.36 -0.31 -1.04  0.355
S1 -1.55 -1.24 0.14  -0.357
N3 -2.06 0.95 -1.42  0.150
N4 -1.02 1.67 -0.81  -0.502
H1 -3.81 2.74 -3.72  0.364
H2 -2.06 2.90 -3.53  0.330
H3 -3.15 3.48 -2.25  0.329
H4 -3.93 -1.49 -1.78  0.168
H5 -0.43 2.07 -1.53  0.415
H6 -1.43 2.42 -0.23  0.314
F1 -0.11 1.17 5.64  -0.137
C4 -0.34 0.25 4.75  0.659
F2 -1.62 0.16 4.45  -0.174
F3 0.14 -0.91 5.11  -0.154
S2 0.59 0.70 3.16  0.954
O1 0.73 -0.55 2.39  -0.645
O2 1.75 1.46 3.46  -0.711
N5 -0.40 1.46 2.08  -0.157
S3 -1.19 2.88 2.36  0.901
O3 -1.37 3.02 3.75  -0.569
O4 -2.24 2.89 1.38  -0.705
C5 -0.06 4.22 1.77  0.824
F4 1.03 4.28 2.50  -0.165
F5 0.27 3.92 0.50  -0.214
F6 -0.72 5.35 1.79  -0.182
N6 2.80 2.18 0.70  -0.127
C6 2.79 1.18 -0.19  0.679
N7 1.84 0.24 -0.24  0.518
C7 2.18 -0.78 -1.18  0.162
C8 1.54 -1.99 -1.38  -0.351
C9 2.02 -2.84 -2.37  -0.927
C10 3.13 -2.50 -3.14  -0.604
C11 3.80 -1.31 -2.92  -0.543
C12 3.31 -0.47 -1.93  0.702
S4 4.04 1.02 -1.36  -0.164
H7 2.48 2.00 1.64  -0.011
H8 3.56 2.85 0.65  0.317
H9 0.70 -2.30 -0.77  0.361
H10 1.53 -3.79 -2.53  0.429
H11 3.48 -3.18 -3.90  0.421
H12 4.68 -1.05 -3.49  0.443



Entry 4:
The following is a quantum chemistry calculation of C4H7NSi in the gas phase, from the OMol25 dataset.

Calculated values
E   -500.65926 hartree
Highest occupied orbital energy (spin up / spin down)   -8.02 / -6.34 eV

Last column: Mulliken charge in e.
Cartesian coordinates (Å):
C1 -1.02 -0.98 2.78  -0.196
C2 -0.29 -1.21 1.81  -0.127
C3 0.15 -1.61 0.62  -0.437
C4 -0.04 1.24 -0.65  -0.319
N1 0.77 1.93 -1.39  -0.421
Si1 -0.30 -0.61 -0.85  0.241
H1 -1.58 -0.82 3.70  0.374
H2 1.23 -1.88 0.59  0.277
H3 -0.52 1.62 0.22  0.484
H4 0.95 1.46 -2.24  0.199
H5 1.35 2.82 -1.20  0.221
H6 0.86 -0.85 -1.86  -0.175
H7 -1.55 -1.10 -1.53  -0.122



Entry 5:
The following is a quantum chemistry calculation of a molecular structure, C36H90N6NaO16S, from the OMol25 dataset.

Calculated values
Charge   -1
E   -3518.08291 hartree
Highest occupied orbital energy   -2.14 eV

Last column: Mulliken charge in e.
Cartesian coordinates (Å):
Na1 -3.09 -8.72 22.40  0.847
S1 -5.77 -8.69 18.86  0.993
O1 -6.72 -7.61 18.91  -0.748
O2 -5.90 -9.58 20.00  -0.688
O3 -5.98 -9.30 17.54  -0.738
O4 -4.47 -8.10 18.98  -0.741
C1 -9.04 -16.17 18.41  -0.777
O5 -10.03 -15.29 18.94  -0.301
C2 -9.77 -13.93 18.72  -0.521
C3 -10.72 -13.14 19.62  -0.387
N1 -10.39 -11.70 19.67  -0.246
C4 -11.18 -10.93 20.63  -0.797
C5 -12.74 -11.08 20.41  -0.603
O6 -12.92 -10.82 19.02  -0.283
C6 -14.24 -11.17 18.59  -0.760
H1 -8.73 -16.00 17.38  0.313
H2 -9.39 -17.19 18.52  0.261
H3 -8.10 -16.10 18.95  0.305
H4 -9.85 -13.56 17.70  0.350
H5 -8.76 -13.59 18.96  0.339
H6 -10.68 -13.55 20.63  0.257
H7 -11.73 -13.31 19.24  0.135
H8 -9.40 -11.54 19.79  0.259
H9 -10.92 -9.90 20.42  0.449
H10 -10.97 -11.25 21.65  0.358
H11 -13.17 -10.26 20.99  0.436
H12 -13.12 -12.03 20.77  0.378
H13 -14.39 -12.23 18.76  0.304
H14 -14.30 -10.97 17.52  0.242
H15 -14.96 -10.52 19.09  0.290
C7 -1.18 -8.56 26.11  -0.696
O7 -0.63 -8.59 24.79  -0.265
C8 0.46 -9.51 24.68  -0.321
C9 0.95 -9.70 23.25  -0.830
N2 0.03 -10.53 22.54  -0.120
C10 0.27 -11.98 22.84  -0.879
C11 -0.81 -12.89 22.16  -0.716
O8 -2.02 -12.65 22.85  -0.211
C12 -3.12 -13.31 22.28  -0.793
H16 -0.64 -7.95 26.84  0.275
H17 -1.25 -9.57 26.50  0.313
H18 -2.20 -8.17 26.10  0.230
H19 0.06 -10.44 25.08  0.276
H20 1.37 -9.24 25.22  0.287
H21 1.96 -10.10 23.22  0.387
H22 0.94 -8.71 22.79  0.321
H23 0.18 -10.39 21.55  0.241
H24 0.38 -12.21 23.90  0.405
H25 1.22 -12.26 22.37  0.465
H26 -0.42 -13.90 22.13  0.416
H27 -0.87 -12.71 21.08  0.393
H28 -3.16 -13.09 21.22  0.369
H29 -4.06 -12.95 22.70  0.192
H30 -3.01 -14.39 22.43  0.308
C13 -5.72 -5.75 23.37  -0.745
O9 -5.83 -6.84 24.34  -0.274
C14 -7.16 -7.42 24.54  -0.614
C15 -7.08 -8.55 25.61  -0.612
N3 -6.20 -9.65 25.12  -0.150
C16 -6.03 -10.72 26.10  -0.926
C17 -7.30 -11.54 26.34  -0.425
O10 -8.25 -10.92 27.21  -0.307
C18 -9.40 -11.79 27.55  -0.750
H31 -5.33 -4.89 23.91  0.259
H32 -6.62 -5.58 22.78  0.355
H33 -5.06 -6.04 22.56  0.186
H34 -7.70 -7.81 23.68  0.431
H35 -7.68 -6.58 25.01  0.372
H36 -8.08 -8.89 25.88  0.308
H37 -6.61 -8.20 26.53  0.320
H38 -6.51 -10.00 24.22  0.255
H39 -5.66 -10.37 27.06  0.337
H40 -5.16 -11.28 25.76  0.348
H41 -7.05 -12.47 26.84  0.489
H42 -7.74 -11.77 25.36  0.304
H43 -10.13 -11.14 28.04  0.244
H44 -9.03 -12.60 28.18  0.288
H45 -9.98 -12.19 26.72  0.326
C19 -6.24 -10.20 12.39  -0.641
O11 -6.93 -8.89 12.33  -0.356
C20 -6.26 -7.91 11.54  -0.703
C21 -5.00 -7.36 12.30  -0.420
N4 -5.35 -6.66 13.55  -0.404
C22 -4.24 -5.77 14.02  -0.764
C23 -4.06 -4.51 13.18  -0.538
O12 -3.04 -4.67 12.19  -0.270
C24 -2.16 -3.62 11.94  -0.824
H46 -6.83 -10.90 12.99  0.253
H47 -5.28 -10.05 12.88  0.244
H48 -6.22 -10.56 11.36  0.297
H49 -6.94 -7.11 11.28  0.360
H50 -5.99 -8.27 10.55  0.369
H51 -4.55 -6.66 11.59  0.351
H52 -4.27 -8.15 12.45  0.284
H53 -5.40 -7.43 14.21  0.273
H54 -3.32 -6.36 14.05  0.301
H55 -4.54 -5.61 15.06  0.550
H56 -3.69 -3.78 13.90  0.411
H57 -4.99 -4.09 12.81  0.316
H58 -1.36 -3.88 11.24  0.257
H59 -1.62 -3.30 12.83  0.329
H60 -2.59 -2.69 11.60  0.325
C25 -7.70 -0.27 17.34  -0.831
O13 -8.34 -0.44 16.12  -0.292
C26 -9.24 -1.56 16.05  -0.442
C27 -9.77 -1.43 14.65  -0.429
N5 -10.27 -2.69 14.14  -0.332
C28 -10.60 -2.75 12.73  -0.781
C29 -11.62 -1.65 12.33  -0.480
O14 -11.00 -0.64 11.60  -0.330
C30 -11.74 0.50 11.36  -0.758
H61 -8.32 -0.46 18.21  0.310
H62 -7.42 0.75 17.60  0.288
H63 -6.86 -0.95 17.49  0.311
H64 -10.02 -1.52 16.81  0.305
H65 -8.66 -2.45 16.27  0.380
H66 -8.89 -1.24 14.03  0.230
H67 -10.43 -0.59 14.43  0.194
H68 -11.11 -2.93 14.66  0.235
H69 -11.00 -3.75 12.59  0.342
H70 -9.66 -2.61 12.19  0.348
H71 -12.22 -1.26 13.15  0.383
H72 -12.37 -2.06 11.65  0.486
H73 -12.17 0.95 12.25  0.316
H74 -12.49 0.20 10.62  0.305
H75 -11.07 1.25 10.94  0.240
C31 1.04 -3.72 21.41  -0.685
O15 1.66 -4.38 20.32  -0.312
C32 0.80 -5.26 19.62  -0.478
C33 1.65 -6.00 18.50  -0.362
N6 0.87 -7.20 18.09  -0.281
C34 1.30 -7.73 16.79  -0.852
C35 2.73 -8.34 16.75  -0.593
O16 3.73 -7.33 16.69  -0.228
C36 4.96 -7.72 16.24  -0.778
H76 1.83 -3.29 22.03  0.256
H77 0.52 -4.42 22.07  0.241
H78 0.29 -2.98 21.10  0.296
H79 0.06 -4.61 19.15  0.364
H80 0.30 -5.97 20.28  0.267
H81 2.62 -6.26 18.91  0.219
H82 1.72 -5.33 17.64  0.185
H83 -0.12 -7.19 18.30  0.261
H84 1.26 -6.91 16.07  0.344
H85 0.57 -8.49 16.49  0.482
H86 2.75 -8.99 15.87  0.507
H87 2.85 -9.05 17.57  0.311
H88 4.82 -8.14 15.24  0.316
H89 5.39 -8.48 16.90  0.295
H90 5.60 -6.86 16.06  0.237



Q: E of number 1 (C26H18Cl2FN5O4W)?
A: -2663.20945 hartree